Computed, not measured: 2 unconnected molecules or ions with the total composition C2H7N2O2, with ωB97M-V with the def2-TZVPD basis set.

Geometry as XYZ:
```
13
Properties=species:S:1:pos:R:3:forces:R:3
C -0.960985 0.551498 0.486109 -2.1 0.9 0.9
C 1.310522 -1.098004 -0.587477 -2.4 -0.6 1.4
N -1.847605 1.473832 0.886007 1.3 -1.0 -1.1
N -0.060203 0.108229 1.307590 -1.3 1.5 0.6
O 0.377769 -1.200233 -1.506349 0.3 0.1 -0.3
O 2.513851 -1.178242 -0.870433 3.4 -0.3 -3.7
H -1.234475 0.195425 -0.516392 1.0 -0.7 0.6
H -2.414343 1.863402 0.188430 -1.0 0.6 -1.0
H -1.611421 2.102563 1.593576 0.2 0.9 1.6
H 0.321944 -0.777796 1.115096 1.5 -1.1 -0.6
H 0.081688 0.557028 2.210764 -0.2 -0.3 -0.2
H 0.699923 -1.321859 -2.410590 0.3 -0.2 -0.8
H 2.823334 -1.275844 -1.896331 -1.0 0.2 2.5
```
Forces are in eV/Å.

Values from the calculation:
total charge: +1
electronic energy: -9254.113 eV
highest occupied orbital energy: -13.3 eV
F_max: 0.0990 hartree/bohr
relative energy (zero: lowest compared OMol25 entry of this formula, charge and spin): 61.3 kcal per mole

Results of the Löwdin charge analysis, in e, for atoms 1 through 6: number 1, C, carries -0.15; number 2, C, carries -0.32; number 3, N, carries 0.19; number 4, N, carries 0.19; number 5, O, carries 0.06; number 6, O, carries 0.12